DFT (ωB97M-V/def2-TZVPD) results for a structure of composition C33H53MnN7PTe2.

Values from the calculation:
- HOMO level (spin up / spin down) (Ha) = -0.1052 / -0.1104
- LUMO energy (spin up / spin down) (hartree) = 0.08338 / 0.08334
- E_tot (eV) = -100709.431
- M (g mol⁻¹) = 888.95
- orbital gap (spin up / spin down) (eV) = 5.132 / 5.271
- spin multiplicity = 6
- max |F| (eV/A) = 1.1
- total charge = -1

Atoms and positions in Å:
1 C -2.4948 -3.1956 0.0934
2 H 7.4823 -2.5382 -0.1376
3 C 4.1371 -1.9936 5.4454
4 H -2.9865 -3.6375 -0.7662
5 H -3.0893 -0.8663 2.5030
6 H -1.4766 -1.1423 1.8545
7 H -2.6987 1.2483 1.5356
8 H 4.8484 -1.5589 6.1371
9 H -3.6150 3.0581 -0.6201
10 H -2.1000 2.1890 -0.8897
11 H -5.7769 1.7889 -0.4103
12 C -3.1728 2.1603 -1.0568
13 C 3.9124 -1.3803 4.2201
14 H -0.1950 3.0535 -1.7973
15 H -5.8192 0.0376 -0.3417
16 H -3.3549 2.1902 -2.1275
17 C -3.8071 0.9478 -0.3545
18 H 2.7609 -3.9366 0.1202
19 C 0.1599 5.4188 -0.7205
20 H -0.9846 -1.8390 -2.5119
21 H 2.8862 2.4568 -0.0096
22 C -5.2824 0.8814 -0.7668
23 C 1.5277 5.2409 1.2017
24 H 4.4241 -5.4280 -0.8996
25 C -4.4331 -1.9330 -2.6300
26 C 3.7969 -3.6226 0.0739
27 H -5.1251 -1.3043 1.2896
28 Te 0.2587 0.6272 3.0967
29 H -0.8255 0.0285 -1.5387
30 P -2.7680 -0.5673 -0.6925
31 C 2.4495 4.8649 -0.9469
32 C 0.7995 3.2358 -1.3892
33 C 2.1708 3.0598 0.5584
34 H 4.4322 -0.4673 3.9644
35 H 3.8212 0.3546 -3.8438
36 H -4.5388 -2.1469 -3.6971
37 H -4.7107 -2.9929 1.4709
38 N 2.5272 4.4736 0.4586
39 C -0.1336 3.6152 0.7858
40 H -2.5879 -3.8989 0.9217
41 H -5.3023 -1.3510 -2.3289
42 C 4.1651 -2.3825 0.5878
43 H 3.6212 -3.6173 6.7483
44 H 0.3999 6.4826 -0.8021
45 C -2.4935 -1.5501 1.9110
46 H -4.4645 -2.8877 -2.1097
47 C -3.1442 -1.8796 0.5553
48 H -2.1479 -3.1624 -2.6582
49 Te 2.6664 -1.0611 1.4634
50 H -0.8437 5.2538 -1.1234
51 H -1.1377 3.4374 0.3900
52 C -4.6371 -2.1386 0.7939
53 C -3.1033 -1.1952 -2.4292
54 H -2.2053 0.6121 -3.3221
55 C -1.9548 -2.1223 -2.9053
56 H 6.7963 -4.7390 -1.0374
57 H 1.5544 4.9349 2.2494
58 H -4.3226 0.5888 1.7568
59 C 3.4480 -3.1459 5.7901
60 H -3.9812 0.6454 -3.2681
61 C 5.5028 -2.0086 0.4979
62 C 6.4460 -2.8494 -0.0785
63 N 0.8004 0.3015 -2.5454
64 C -3.7225 1.2621 1.1527
65 H 1.9722 -4.5778 5.1719
66 N -1.2308 -0.1733 -0.6129
67 H 1.7783 6.3033 1.1335
68 H 1.5572 -3.4802 3.0017
69 H -0.1035 3.2744 1.8257
70 H -5.4121 0.8529 -1.8485
71 H 5.8214 -1.0481 0.8857
72 N 1.5919 0.2467 -1.4425
73 C 2.8683 0.2710 -1.8417
74 C -3.1068 0.0078 -3.3954
75 N 0.8204 2.7947 0.0196
76 C 6.0644 -4.0837 -0.5826
77 C 1.5979 0.3535 -3.6079
78 H 1.1733 0.4017 -4.6003
79 H -3.1468 -0.3997 -4.4077
80 C 2.5260 -3.6859 4.9059
81 H 1.5198 2.6467 -1.9541
82 C 4.7346 -4.4680 -0.5038
83 H 2.7065 5.9250 -1.0311
84 C 2.9400 0.3351 -3.2266
85 H 3.1704 4.2762 -1.5188
86 N 0.1691 5.0428 0.6898
87 H -2.4266 -2.4864 2.4686
88 C 2.2959 -3.0777 3.6805
89 H -1.4359 -3.0743 -0.1270
90 C 2.9933 -1.9263 3.3359
91 N 1.1180 4.6579 -1.5194
92 Mn 0.4765 0.3836 0.5328
93 H -1.8986 -2.0484 -3.9917
94 H 2.1736 2.7337 1.6047
95 H 3.6600 0.2282 -1.1061
96 H -4.1206 2.2693 1.2923
97 H -5.2056 -2.3844 -0.1014

DFT (ωB97M-V/def2-TZVPD) results for a cluster of 13 separate species, C33H53N11O18S2 in total.

Values from the calculation:
- HOMO level (Ha) = -0.2935
- LUMO energy (hartree) = -0.00315
- E_tot (eV) = -109975.638
- M (g mol⁻¹) = 955.98
- orbital gap (eV) = 7.901
- max |F| (eV/A) = 4.9

Atoms and positions in Å:
1 H 10.3651 1.8443 -0.4729
2 O -5.6494 -3.7306 -2.5110
3 H 10.8345 -0.5705 0.7470
4 H 0.0293 -1.0140 -1.2316
5 O -1.7086 0.1152 -0.9848
6 H -4.7298 5.3358 -4.4918
7 C 1.8678 -2.3600 -8.7677
8 H 2.2691 6.3737 2.6247
9 H 0.9600 -9.1112 1.0875
10 H -3.7464 4.7636 -8.5615
11 H 1.4695 0.9868 6.0310
12 O 4.5125 -2.1356 -1.2891
13 H 5.6397 -1.4983 -3.2884
14 C 3.5071 1.1777 5.3582
15 O -7.2402 -4.1875 -3.9109
16 O 0.4878 7.1396 0.0633
17 H -1.2722 -1.6456 -0.1391
18 C 4.1970 -4.8225 5.1028
19 H 5.6675 1.1582 5.7182
20 C 9.9005 -0.0282 0.7411
21 C 0.9564 -8.1338 1.5699
22 H 2.7210 -2.5211 -9.4100
23 H 5.1078 0.0497 7.8719
24 H 6.7444 0.6982 1.2282
25 H 1.1641 2.1402 -3.5623
26 H 8.4724 -1.2949 1.8619
27 C 0.4888 -1.7429 -7.1809
28 H -3.8372 2.8112 -4.6470
29 N -6.5160 -3.4341 -3.2966
30 H -0.0305 -1.4369 -6.2847
31 C -3.8550 3.4748 -5.4989
32 O -3.6007 -0.3124 0.6076
33 O -1.3460 0.6737 1.2729
34 O -1.8229 -5.8490 1.3200
35 C -0.2713 -2.1060 -8.2604
36 H -9.2109 8.4384 5.3452
37 H 1.0106 3.8668 -4.0943
38 H -10.0480 -1.6407 2.9818
39 C -3.8280 4.5142 -7.5139
40 C 2.5176 0.7848 6.1959
41 O -0.3867 -7.8249 1.8202
42 C -0.7425 -0.7652 -0.5032
43 H 6.3030 -4.9398 4.4720
44 H -11.1069 -1.9585 1.6193
45 H -11.3894 -0.5051 2.6949
46 C 5.4770 -5.3877 5.0043
47 H 7.2526 -1.7026 -2.5008
48 C -6.6479 -1.9439 -3.5197
49 C -0.2487 -0.1064 0.7549
50 C 9.7226 1.1556 0.0555
51 H 0.5405 3.2896 -2.4668
52 N 0.7729 6.6608 1.1257
53 H 6.4969 -2.9993 -3.4921
54 S -0.6540 -6.2032 2.1430
55 H 2.8099 7.2432 1.1075
56 O -3.0979 2.0976 0.0019
57 C -10.6630 -1.1637 2.2188
58 C 7.7387 0.5370 0.8386
59 C 1.2606 3.1882 -3.2788
60 H 8.1069 2.3516 -0.2599
61 S -2.6355 0.7728 0.2616
62 O 3.2260 2.3933 -2.3397
63 H 2.5239 -6.7121 1.1713
64 O 5.8294 -3.8922 -1.2027
65 H -6.3598 7.7600 2.4040
66 H -6.5391 -1.4834 -2.5378
67 C 3.0911 0.2150 7.3315
68 H -0.0274 -0.8613 1.5094
69 N 8.4246 1.4783 0.1356
70 O -0.5889 -5.8987 3.5563
71 N -7.7240 8.4130 3.8911
72 C 6.3192 -2.1874 -2.7868
73 H 3.8296 -7.7676 6.5519
74 H -5.7744 -1.7451 -4.1407
75 O -9.9395 -0.3602 0.1785
76 C 2.0120 7.0749 1.8307
77 C -7.0681 7.4668 3.1647
78 C 4.2425 -6.9211 6.0231
79 O 0.7399 -5.8236 1.2974
80 N 4.4126 0.2921 7.1806
81 H 2.6272 -0.1129 8.2501
82 C -8.5930 7.7991 4.7321
83 H -7.6101 -1.8830 -4.0282
84 O 0.2028 5.6926 1.5876
85 O 3.2630 4.3953 -3.1311
86 N 0.6090 -2.4686 -9.2880
87 N 5.5319 -2.7827 -1.6715
88 H 2.7161 -1.8808 -6.8398
89 H -4.6499 6.2975 -6.7442
90 H 3.4508 1.6997 4.4144
91 N -4.2765 5.3814 -6.5407
92 C 8.6426 -0.4082 1.2693
93 H 1.5217 -8.2794 2.4905
94 C -8.5277 6.4061 4.5489
95 H 1.4866 -6.9945 -0.2649
96 H -7.1563 5.3053 3.0494
97 C -7.5047 6.2009 3.5423
98 H 0.6357 0.5122 0.6020
99 N 2.6917 3.3615 -2.8921
100 H 0.3417 -2.7261 -10.2274
101 N -9.8595 -0.3020 1.3694
102 C 4.6580 0.8599 5.9595
103 H 3.9010 -3.8178 4.8395
104 H -1.3247 -2.0166 -8.4813
105 H -7.6517 9.4142 3.7794
106 C 1.8201 -2.0154 -7.4277
107 C -3.6598 3.3110 -6.8800
108 O -9.1108 0.4315 1.9015
109 C -4.3186 4.7981 -5.3333
110 H -3.4991 2.3897 -7.4202
111 C 5.4366 -6.6876 5.4994
112 H 1.8442 8.0962 2.1725
113 C 1.5145 -6.9308 0.8229
114 H 6.2180 -7.4311 5.4432
115 N 3.4849 -5.7845 5.8391
116 H 2.5749 -5.6126 6.2423
117 H -9.1468 5.7745 5.1687

DFT (ωB97M-V/def2-TZVPD) results for a structure of composition C33H53N2OOsP2S.

Values from the calculation:
- HOMO level (spin up / spin down) (Ha) = -0.4981 / -0.6208
- LUMO energy (spin up / spin down) (hartree) = -0.28980 / -0.43022
- E_tot (eV) = -71960.947
- M (g mol⁻¹) = 778.05
- orbital gap (spin up / spin down) (eV) = 5.669 / 5.185
- spin multiplicity = 5
- max |F| (eV/A) = 5.7
- total charge = +3

Atoms and positions in Å:
1 H -3.1406 -0.6123 2.9533
2 C 3.5808 1.6156 -0.7201
3 H 3.7736 -3.1288 1.4635
4 H -0.8083 -4.2854 -3.4058
5 H 3.1820 -1.4111 -2.4389
6 C 4.9578 -0.4803 -0.8177
7 C -2.7741 -2.5459 0.9492
8 H -3.4137 -3.2916 1.4442
9 H 2.6190 -2.8628 -0.4326
10 C -4.7503 -1.4437 -0.0202
11 H -4.5142 -1.7111 2.7327
12 C -1.3982 -1.4112 -1.7161
13 C 0.4531 1.5756 1.6867
14 H -0.2688 -3.1881 2.9983
15 H -2.0019 2.5504 2.1007
16 H 0.0390 -2.3500 4.5662
17 H -1.3390 2.9187 -0.2963
18 H 0.1892 4.0009 -1.8905
19 N -0.3972 -1.4719 -0.8217
20 C 2.5277 -1.4989 3.1680
21 H 1.1447 -4.2774 -1.7834
22 H -1.8612 -2.4581 1.5497
23 H -1.6550 -2.6790 4.0342
24 C 1.0482 2.6203 -5.4402
25 H -4.7027 0.0004 2.3078
26 H 3.6553 0.1917 -3.0520
27 C 1.8417 -2.0983 -0.3279
28 H 5.4951 -0.2429 0.1034
29 N 0.3293 0.9376 -0.9009
30 H 3.1829 -1.8025 3.9997
31 H -1.2419 -0.2456 5.1482
32 H 2.0098 -0.0936 -2.4815
33 C -1.5255 -2.3776 -2.7110
34 C -0.6355 -2.4276 3.7018
35 H -3.3713 -0.5265 -1.9167
36 H -2.8543 3.8254 -0.4964
37 C 0.5056 1.3753 -1.9727
38 H 4.8878 -2.4264 2.6542
39 H 5.5355 -0.0385 -1.6442
40 C -3.1561 1.8686 0.3569
41 H 5.0846 -2.0466 0.9525
42 H -4.4729 -1.8857 -0.9856
43 C 3.5369 0.0929 -0.8958
44 H -2.0508 0.6172 -2.1445
45 C -0.8476 0.3437 4.3121
46 H -3.5630 3.3656 1.8411
47 C 0.4024 -3.4852 -1.8213
48 C -3.9980 -0.8404 2.3013
49 S -0.7049 -0.7752 2.8683
50 C -3.0480 2.3942 1.7999
51 C 4.1759 0.2106 2.4349
52 C -2.3728 -0.2554 -1.5529
53 C -4.6284 1.8322 -0.0760
54 H 1.9112 -2.3658 2.9072
55 H 1.2683 2.2281 -6.4337
56 C 0.9106 1.7338 -4.3738
57 C 0.6234 -2.3762 -0.9645
58 H 4.9616 -1.5646 -0.9840
59 C 0.8913 3.9982 -5.2429
60 C -2.3970 2.8269 -0.5776
61 H -3.5282 1.7246 2.5237
62 C 3.0565 -0.3309 -2.2907
63 H 4.6802 -0.0133 3.3876
64 C 4.3357 -2.2256 1.7237
65 C 0.5594 4.4952 -3.9769
66 H -2.5125 -2.9257 -0.0441
67 C 0.6185 2.2414 -3.0834
68 C 3.3972 -1.0436 1.9945
69 O 0.7958 2.5180 2.2994
70 H -4.9861 2.8730 -0.1066
71 H 4.2686 2.0407 -1.4679
72 H 0.3884 5.5629 -3.8280
73 H 3.5005 1.0623 2.6032
74 H -2.4589 2.5153 -1.6282
75 H -5.2663 1.2973 0.6388
76 H 1.0138 4.6826 -6.0834
77 H 3.9511 1.8985 0.2757
78 C 0.4341 3.6312 -2.8946
79 H 0.1427 0.7435 4.5598
80 H -5.3409 -0.5398 -0.1982
81 C -3.5330 -1.2116 0.8885
82 H -1.5346 1.1627 4.0655
83 P -2.3639 0.1675 0.2596
84 P 2.3077 -0.5886 0.4654
85 H 1.0120 0.6526 -4.5043
86 H 2.5995 2.0796 -0.8631
87 H -5.4037 -2.1693 0.4887
88 Os -0.0379 0.0718 0.7385
89 H 4.9495 0.5163 1.7223
90 H -4.7553 1.4127 -1.0838
91 H -2.3434 -2.2704 -3.4195
92 C -0.6527 -3.4684 -2.7054
93 H 1.8752 -0.7037 3.5466

DFT (ωB97M-V/def2-TZVPD) results for a structure of composition C33H54AlBCl4F4N2NaO9PS.

Values from the calculation:
- HOMO level (Ha) = -0.2915
- LUMO energy (hartree) = -0.13225
- E_tot (eV) = -149284.567
- M (g mol⁻¹) = 964.43
- orbital gap (eV) = 4.335
- max |F| (eV/A) = 3.0

Atoms and positions in Å:
1 H 11.4659 1.1803 6.0163
2 C -2.3847 1.3831 -1.4470
3 H -1.6250 5.0860 1.8038
4 H 11.3132 2.0558 3.6165
5 C -4.7353 -2.9257 0.5901
6 H -0.6133 3.2509 -1.9478
7 H -8.0193 -2.1771 0.8768
8 O -5.3084 2.2925 -0.6660
9 C -2.1098 -1.5953 0.2411
10 H 9.7403 0.7565 6.1495
11 H 5.6187 -1.7971 -1.7535
12 H -0.8246 -3.6926 -5.5188
13 H 1.0990 -2.4805 0.4077
14 C 10.4676 1.5682 6.2109
15 H -2.8513 2.4031 -1.5482
16 H -1.8785 1.0424 -3.5399
17 H -2.1591 -2.4732 -0.4633
18 H 1.2331 -0.4388 -1.6454
19 C 4.3288 -0.0250 1.1145
20 H 8.7595 3.9583 4.5421
21 C 3.6349 -0.7637 -1.8248
22 H 1.1841 2.2773 3.8548
23 Cl -8.5112 -3.3918 6.8219
24 H 2.9275 -2.6353 -0.7351
25 H 10.6981 3.7228 3.5619
26 H 0.5718 4.6120 3.1141
27 C -1.3168 1.2545 -2.5851
28 C 11.0897 2.9424 4.2141
29 C 5.1085 -1.1514 0.3235
30 H 2.1932 0.1650 1.8212
31 H -3.2699 3.1104 1.3305
32 C -2.9292 0.4211 2.1215
33 C 2.7186 -2.0406 -1.6563
34 H 0.0295 -4.5921 -6.7879
35 H -1.0260 -5.4522 -5.6505
36 H -0.6110 0.3993 -2.4417
37 H 4.5589 -2.1122 0.5248
38 H 1.5945 3.2770 -2.9100
39 C -1.3584 4.0592 2.1476
40 C 0.3851 -2.1360 -0.3839
41 C -0.3189 -4.6302 -5.7568
42 C -3.4130 -1.0199 -2.3222
43 H -0.4580 -0.1174 -0.3929
44 C -2.3021 2.9852 1.8667
45 C -0.6450 -1.0411 0.1933
46 B -6.1943 -2.7951 1.2980
47 C -8.3480 -1.7883 6.0866
48 F -2.1259 -2.0258 -6.8891
49 O 8.0639 2.9499 6.1577
50 H 12.0052 3.3004 4.6889
51 H -4.0230 -3.1129 1.4247
52 H -0.1621 -3.0580 -0.7302
53 H -5.4074 -0.9948 0.0060
54 H 3.2269 0.1623 -1.3435
55 H -2.1378 3.1411 -4.3640
56 H -1.8758 1.4261 -0.4366
57 H -1.0361 4.5006 -3.8138
58 C -0.7096 1.3432 3.0456
59 H -0.4198 3.3227 -5.0064
60 H -7.1170 0.6058 -1.5224
61 H 4.9687 0.4382 1.9479
62 H 6.1686 -1.1793 0.6812
63 C -3.3131 -0.6298 0.0120
64 C 1.0218 2.3411 -3.1634
65 Cl -6.6399 -1.4686 5.7402
66 O -2.9010 -1.2351 -3.3562
67 H 5.6699 -0.0103 -1.4861
68 F -3.9304 0.1758 -7.1561
69 N 1.7232 -4.9835 -4.1323
70 H -0.3052 -0.8683 1.2571
71 H -2.2353 -2.0557 1.2628
72 Na 5.4703 2.0227 2.5742
73 N 10.1250 2.5946 5.2406
74 O -7.4063 -2.8829 0.6036
75 C -0.5147 2.5992 -2.8549
76 O -4.2991 -1.9283 -1.6641
77 Al -3.8005 -1.5663 -7.1497
78 C 1.1835 -1.5604 -1.6220
79 C 5.1018 -0.9510 -1.2376
80 O -3.7435 0.3298 1.0097
81 F -4.7845 -2.2210 -5.8647
82 Cl -9.2785 -1.7327 4.5785
83 H 0.6450 -1.8496 -2.5699
84 H 2.8154 -2.6307 -2.6064
85 C -0.1318 3.7848 2.8790
86 H -6.3432 -1.5861 2.8816
87 O -6.2061 -2.5333 2.7109
88 H 3.2367 -0.7779 2.9533
89 S -4.7668 1.8719 -3.5590
90 H -0.5035 0.2953 3.3749
91 C -4.5127 -1.6250 -0.2604
92 H 3.7332 -0.5249 -2.9218
93 C -1.9591 1.6305 2.3289
94 C 8.9175 3.1948 5.3244
95 O -2.9527 -0.3767 3.0250
96 H 2.6962 -1.5325 1.3899
97 H 10.4289 1.9941 7.2148
98 F -4.3514 -2.1968 -8.6819
99 O -6.3853 0.1263 -1.9559
100 H 1.4216 1.5261 -2.5074
101 C -1.0857 3.4097 -4.1049
102 C -3.4365 0.2048 -1.3512
103 C 3.0290 -0.5799 1.8702
104 Cl -8.9647 -0.5593 7.2063
105 H -4.8430 -3.7883 -0.1275
106 P -5.0357 1.0869 -1.7878
107 H -5.8747 2.9743 -1.0802
108 H 3.9757 0.8289 0.4794
109 C 0.8305 -4.8299 -4.8415
110 C 0.2189 2.4289 3.3173
111 H 1.1826 2.0951 -4.2405

Number 3 is which compound? C33H53N2OOsP2S

What is the formula in the first record? C33H53MnN7PTe2